[1]
{"formula": "C6H16NO", "method": "wB97M-V/def2-TZVPD", "species": ["C", "C", "N", "C", "H", "H", "H", "H", "H", "H", "H", "H", "H", "C", "O", "C", "C", "H", "H", "H", "H", "H", "H", "H"], "xyz": [[-1.019, 2.157, -0.791], [-0.245, 1.865, 0.477], [0.793, 2.867, 0.709], [1.606, 2.560, 1.874], [-1.900, 1.523, -0.854], [-0.414, 1.964, -1.676], [-1.336, 3.209, -0.826], [0.182, 0.867, 0.380], [-0.959, 1.791, 1.316], [0.336, 3.759, 0.877], [2.336, 3.358, 2.023], [1.023, 2.455, 2.800], [2.142, 1.626, 1.712], [0.017, -1.709, -1.256], [-0.899, -0.947, -0.631], [-0.203, -3.222, -1.050], [-0.128, -3.586, 0.430], [1.074, -1.512, -0.913], [0.062, -1.538, -2.365], [0.535, -3.810, -1.620], [-1.194, -3.469, -1.447], [-0.387, -4.632, 0.613], [-0.802, -2.928, 0.977], [0.882, -3.409, 0.809]], "spin_multiplicity": 1, "energy_ha": -368.170961, "total_charge": -1, "de_lowest_kcal_mol": 13.88}

[2]
{"formula": "C16H17N", "method": "wB97M-V/def2-TZVPD", "species": ["C", "C", "C", "N", "C", "C", "C", "C", "C", "C", "H", "H", "H", "H", "H", "H", "H", "H", "H", "C", "C", "C", "C", "C", "C", "C", "H", "H", "H", "H", "H", "H", "H", "H"], "xyz": [[1.402, 2.429, -2.351], [1.686, 2.537, -0.902], [2.406, 3.554, -0.348], [2.730, 3.335, 0.957], [2.243, 2.046, 1.288], [2.334, 1.312, 2.454], [1.779, 0.072, 2.503], [1.091, -0.465, 1.393], [1.094, 0.233, 0.196], [1.644, 1.540, 0.126], [0.444, 1.926, -2.500], [2.206, 1.949, -2.916], [1.354, 3.432, -2.782], [2.786, 4.403, -0.895], [3.434, 3.736, 1.567], [2.817, 1.806, 3.293], [1.863, -0.547, 3.389], [0.778, -1.499, 1.328], [0.654, -0.180, -0.702], [-2.781, -3.378, 1.396], [-2.378, -2.597, 0.187], [-2.432, -1.213, 0.314], [-2.253, -0.329, -0.756], [-1.861, -0.883, -1.965], [-1.785, -2.250, -2.108], [-2.055, -3.133, -1.072], [-2.198, -3.036, 2.252], [-2.645, -4.461, 1.379], [-3.826, -3.181, 1.649], [-2.792, -0.765, 1.235], [-2.394, 0.729, -0.591], [-1.696, -0.206, -2.797], [-1.623, -2.708, -3.077], [-2.025, -4.210, -1.145]], "spin_multiplicity": 1, "energy_ha": -674.635688, "de_lowest_kcal_mol": 13.14}

[3]
{"formula": "C6H7NS", "method": "wB97M-V/def2-TZVPD", "species": ["C", "C", "C", "C", "S", "C", "C", "N", "H", "H", "H", "H", "H", "H", "H"], "xyz": [[-1.423, -1.365, 0.072], [-0.114, -0.622, -0.103], [1.084, -1.022, 0.009], [2.063, 0.072, -0.117], [3.661, -0.075, 0.069], [1.334, 1.241, -0.021], [0.047, 0.810, 0.044], [-1.041, 1.665, 0.042], [-2.289, -0.624, -0.508], [-1.409, -2.469, -0.426], [-1.797, -1.484, 1.077], [1.048, -2.073, -0.036], [1.873, 2.122, -0.342], [-0.968, 2.569, 0.360], [-2.069, 1.254, -0.121]], "spin_multiplicity": 1, "energy_ha": -685.650875, "de_lowest_kcal_mol": 74.68}

[4]
{"formula": "C4H25NO9", "method": "wB97M-V/def2-TZVPD", "species": ["C", "N", "C", "C", "C", "H", "H", "H", "H", "H", "H", "H", "O", "H", "H", "O", "H", "H", "O", "H", "H", "O", "H", "H", "O", "H", "H", "O", "H", "H", "O", "H", "H", "O", "H", "H", "O", "H", "H"], "xyz": [[-2.970, -1.358, -0.826], [-2.293, -1.052, 0.308], [-1.070, -0.312, 0.112], [-0.220, -0.587, -0.879], [1.209, -0.022, -1.137], [-2.899, -0.850, -1.755], [-3.834, -2.001, -0.822], [-1.062, 0.422, 0.985], [-0.505, -1.375, -1.632], [1.552, 0.684, -0.447], [1.089, 0.530, -2.095], [1.986, -0.728, -1.218], [1.024, -4.231, 0.292], [0.793, -4.018, -0.627], [0.884, -3.510, 0.861], [-0.188, 2.507, 2.674], [-0.534, 2.691, 1.750], [0.801, 2.544, 2.566], [0.384, -0.661, -3.821], [1.236, -0.762, -3.294], [0.125, -1.449, -4.471], [1.617, 3.770, -0.592], [2.578, 3.613, -0.733], [1.177, 2.903, -0.449], [3.836, 0.939, 2.019], [4.284, 0.203, 1.645], [2.896, 0.617, 2.025], [-2.825, 1.693, 1.228], [-3.361, 1.855, 2.060], [-3.444, 2.370, 0.797], [-1.070, -1.686, 3.081], [-1.599, -1.025, 3.474], [-1.240, -1.491, 2.080], [1.333, -1.315, 1.994], [1.460, -2.360, 2.053], [0.580, -1.293, 2.658], [-0.628, 1.950, -3.472], [-1.096, 1.534, -2.773], [-0.006, 1.258, -3.622]], "spin_multiplicity": 1, "energy_ha": -899.167076, "de_lowest_kcal_mol": 108.34}

[5]
{"formula": "C33H75F3N2O12P", "method": "wB97M-V/def2-TZVPD", "species": ["C", "C", "O", "N", "C", "C", "O", "P", "C", "O", "C", "F", "F", "F", "C", "C", "C", "C", "C", "C", "C", "C", "C", "C", "O", "C", "N", "H", "H", "H", "H", "H", "H", "H", "H", "H", "H", "H", "H", "H", "H", "H", "H", "H", "H", "H", "H", "H", "H", "H", "H", "H", "H", "H", "C", "C", "O", "H", "H", "H", "H", "H", "H", "C", "C", "O", "H", "H", "H", "H", "H", "H", "C", "C", "O", "H", "H", "H", "H", "H", "H", "C", "C", "O", "H", "H", "H", "H", "H", "H", "C", "C", "O", "H", "H", "H", "H", "H", "H", "C", "C", "O", "H", "H", "H", "H", "H", "H", "C", "C", "O", "H", "H", "H", "H", "H", "H", "C", "C", "O", "H", "H", "H", "H", "H", "H"], "xyz": [[-8.456, 0.466, 0.842], [-6.998, 0.443, 1.659], [-6.968, -0.276, 2.782], [-5.884, 1.242, 1.052], [-5.629, 2.565, 1.661], [-5.709, 2.797, 3.319], [-5.414, 3.747, 1.013], [-4.502, 0.302, 0.475], [-5.596, -0.790, -0.684], [-5.956, -2.071, 0.014], [-5.479, -3.237, -0.736], [-6.135, -3.428, -2.068], [-3.978, -3.346, -0.805], [-5.898, -4.442, 0.076], [-3.256, 1.067, 1.744], [-1.829, 0.196, 1.847], [-1.723, -1.426, 2.005], [-0.288, -2.252, 2.117], [1.125, -1.421, 2.127], [1.030, 0.220, 2.012], [2.436, 1.094, 2.070], [-0.397, 1.060, 1.847], [-4.113, 1.580, -0.889], [-3.392, 1.042, -2.244], [-3.258, 2.260, -3.120], [-1.854, 0.491, -2.078], [-1.958, -1.047, -2.154], [-9.261, 1.139, 1.361], [-8.837, -0.647, 0.682], [-8.257, 0.898, -0.242], [-6.433, 2.052, 3.852], [-6.168, 3.884, 3.501], [-4.619, 2.828, 3.766], [-4.741, -0.727, 1.499], [-3.391, -0.482, 0.006], [-5.010, -1.167, -1.652], [-6.530, -0.196, -1.063], [-2.914, 2.148, 1.493], [-3.709, 0.939, 2.841], [-2.712, -2.082, 2.019], [-0.355, -3.429, 2.220], [2.153, -2.020, 2.217], [3.209, 0.411, 2.664], [2.786, 1.365, 0.988], [2.259, 2.034, 2.771], [-0.391, 2.248, 1.763], [-5.178, 2.001, -1.231], [-3.521, 2.533, -0.540], [-4.037, 0.304, -2.908], [-2.984, 1.859, -4.010], [-1.360, 0.730, -1.045], [-1.163, 0.782, -3.004], [-1.227, -1.497, -1.562], [-1.932, -1.374, -3.145], [-9.608, -0.870, 5.867], [-8.488, -1.890, 5.872], [-8.556, -2.691, 4.701], [-10.582, -1.368, 5.820], [-9.572, -0.247, 6.765], [-9.539, -0.223, 4.986], [-8.573, -2.548, 6.741], [-7.510, -1.399, 5.905], [-8.471, -2.098, 3.935], [-8.745, -5.805, 1.639], [-9.553, -5.911, 2.916], [-8.684, -5.982, 4.036], [-8.080, -6.669, 1.532], [-9.401, -5.755, 0.765], [-8.109, -4.914, 1.656], [-10.170, -6.815, 2.904], [-10.212, -5.046, 3.036], [-8.146, -5.172, 4.042], [7.149, 0.990, -0.487], [6.150, 1.868, 0.240], [4.827, 1.451, -0.063], [6.988, 1.038, -1.569], [8.174, 1.301, -0.267], [7.028, -0.058, -0.193], [6.259, 2.911, -0.073], [6.296, 1.815, 1.323], [4.738, 0.526, 0.226], [10.339, -2.484, 0.763], [9.341, -1.606, 1.489], [8.018, -2.023, 1.187], [10.178, -2.435, -0.319], [11.364, -2.172, 0.983], [10.219, -3.532, 1.057], [9.450, -0.563, 1.177], [9.487, -1.659, 2.573], [7.929, -2.947, 1.476], [-2.115, -0.353, -7.544], [-3.175, 0.129, -6.574], [-2.567, 0.838, -5.505], [-1.396, -1.003, -7.035], [-2.567, -0.905, -8.372], [-1.549, 0.491, -7.950], [-3.723, -0.718, -6.154], [-3.890, 0.791, -7.072], [-2.089, 1.594, -5.888], [4.241, 6.304, 1.200], [4.235, 4.798, 1.039], [3.082, 4.248, 1.659], [4.229, 6.577, 2.260], [5.126, 6.743, 0.731], [3.347, 6.745, 0.748], [5.119, 4.359, 1.511], [4.234, 4.517, -0.019], [2.303, 4.638, 1.226], [13.161, -0.041, -2.742], [12.844, 0.051, -1.264], [12.929, -1.236, -0.669], [12.466, -0.722, -3.243], [13.095, 0.943, -3.216], [14.168, -0.441, -2.899], [11.830, 0.430, -1.112], [13.543, 0.720, -0.753], [13.836, -1.561, -0.802], [7.980, 1.044, -5.361], [7.547, 1.820, -4.134], [8.588, 1.822, -3.169], [8.235, 0.013, -5.094], [7.187, 1.028, -6.113], [8.878, 1.488, -5.803], [6.663, 1.359, -3.683], [7.303, 2.855, -4.391], [9.365, 2.241, -3.577]], "spin_multiplicity": 1, "energy_ha": -2955.041516, "total_charge": -1}

Number 1: strongest force on any atom 0.392 eV Å⁻¹. Number 2: strongest force on any atom 2.489 eV Å⁻¹. Number 3: strongest force on any atom 5.468 eV Å⁻¹. Number 4: strongest force on any atom 5.371 eV Å⁻¹. Number 5: strongest force on any atom 8.124 eV Å⁻¹.